(A)
Molecular formula: C4H4ClN3
Method: DFT, ωB97M-V with the def2-TZVPD basis set

Geometry (Å):
C -0.245 -0.307 -0.557
H -2.793 -1.975 -2.128
C 1.802 -0.082 -0.397
H 2.940 -0.357 -0.490
H -0.612 1.454 1.695
N -0.121 0.509 0.593
C -1.450 -0.848 -0.906
N -2.185 -1.680 -1.360
H 1.867 1.037 1.440
C 1.232 0.634 0.658
Cl -1.390 2.335 2.546
N 0.957 -0.721 -1.094

Its spin multiplicity is 1. The value obtained for the HOMO energy is -9.6 eV. Its LUMO energy is -0.8492 eV.

Here are the Löwdin charges for atoms 1 to 4, given in e: -0.363 0.128 -0.208 0.148

***

(B)
Molecular formula: C4H4ClN3
Method: DFT, ωB97M-V with the def2-TZVPD basis set

Geometry (Å):
N 0.820 1.437 -0.483
H -3.114 -0.387 -0.067
H -1.334 -2.484 0.265
C -1.123 -1.439 0.043
Cl 1.638 -1.588 -0.272
C 0.100 -0.851 -0.106
H 2.619 2.167 -0.058
N -1.405 0.806 -0.280
C -2.026 -0.313 -0.078
N -0.112 0.484 -0.246
H 2.068 0.753 1.064
C 1.870 1.415 0.217

Its spin multiplicity is 1. The value obtained for the HOMO energy is -9.3 eV. Its LUMO energy is 0.6545 eV.

Here are the Löwdin charges for atoms 1 to 4, given in e: 0.038 0.105 0.101 -0.071

***

(C)
Molecular formula: C4H4ClN3
Method: DFT, ωB97M-V with the def2-TZVPD basis set

Geometry (Å):
C 2.250 0.555 0.031
H -2.878 -1.101 0.372
N -1.033 -0.368 0.943
H -1.954 -0.455 -2.229
C 1.141 0.550 0.886
C -0.127 0.230 0.240
N -0.313 0.124 -1.175
Cl 0.888 0.904 2.653
N -1.951 -0.737 0.040
C -1.482 -0.444 -1.274
H 2.149 0.323 -1.105
H 3.310 0.420 0.617

Its spin multiplicity is 1. The value obtained for the HOMO energy is -9.0 eV. Its LUMO energy is 0.7111 eV.

Here are the Löwdin charges for atoms 1 to 4, given in e: -0.001 0.168 0.052 0.106

***

Name the most stable of them. (C).

***

(A)
Molecular formula: C3H2N2O2
Method: DFT, ωB97M-V with the def2-TZVPD basis set

Geometry (Å):
O 1.196 1.094 1.623
O -2.048 -0.759 -0.078
N 1.049 -0.980 -1.249
N -0.720 1.108 0.378
C -1.283 0.070 0.159
H 0.478 2.736 0.553
C 0.379 1.666 1.017
C 0.550 -1.964 -1.139
H 0.399 -2.970 -1.263

Its spin multiplicity is 1. The value obtained for the HOMO energy is -10.9 eV. Its LUMO energy is 0.6551 eV.

Here are the Löwdin charges for atoms 1 to 4, given in e: 0.103 0.182 0.107 0.177

***

(B)
Molecular formula: C3H2N2O2
Method: DFT, ωB97M-V with the def2-TZVPD basis set

Geometry (Å):
C -0.982 2.372 0.604
N -0.602 3.430 0.844
H 0.929 0.466 -0.131
O -3.441 1.240 1.044
C -1.356 1.074 0.290
O -2.863 -0.578 0.025
C -0.036 0.016 -0.069
H -0.332 -0.990 -0.281
N -2.645 0.532 0.460

Its spin multiplicity is 1. The value obtained for the HOMO energy (spin up / spin down) is -10.6 / -10.7 eV. Its LUMO energy (spin up / spin down) is -1.8908 / -2.7134 eV.

Here are the Löwdin charges for atoms 1 to 4, given in e: -0.223 0.196 0.044 0.104

***

(C)
Molecular formula: C3H2N2O2
Method: DFT, ωB97M-V with the def2-TZVPD basis set

Geometry (Å):
C 0.796 -1.128 -0.085
C -1.208 -0.026 0.086
H 1.635 -1.828 -0.158
O -2.393 -0.021 -0.093
N 1.028 1.058 0.037
C -0.256 1.089 0.011
H -0.777 2.127 0.063
O 1.630 -0.023 -0.018
N -0.455 -1.249 0.157

Its spin multiplicity is 1. The value obtained for the HOMO energy is -10.1 eV. Its LUMO energy is -0.1268 eV.

Here are the Löwdin charges for atoms 1 to 4, given in e: -0.119 -0.456 0.144 0.114

***

Name the most stable of them. (A).

***

(A)
Molecular formula: C2H8N3O2
Method: DFT, ωB97M-V with the def2-TZVPD basis set

Geometry (Å):
N 0.725 0.090 0.837
O 1.410 0.987 0.116
H -3.092 0.899 0.624
H -2.769 1.080 -0.990
N 0.612 -1.884 -0.336
H 0.834 -2.857 -0.224
O -1.082 1.097 -0.090
H 2.967 -0.346 -0.424
H 0.999 -1.700 -1.252
H -2.524 -0.413 -0.042
C -2.426 0.613 -0.131
H -1.116 -0.285 1.470
H 3.289 1.550 -0.242
C 2.633 0.766 -0.251
N -0.461 0.404 0.934

As for the total charge: +1. Its spin multiplicity is 1. The value obtained for the HOMO energy (spin up / spin down) is -15.4 / -12.8 eV. Its LUMO energy (spin up / spin down) is -5.3692 / -5.9054 eV.

Here are the Löwdin charges for atoms 1 to 4, given in e: 0.068 -0.018 0.091 0.100

***

(B)
Molecular formula: C2H8N3O2
Method: DFT, ωB97M-V with the def2-TZVPD basis set

Geometry (Å):
O -1.944 -0.444 -1.306
H -1.405 -0.403 1.678
H 1.388 -2.173 0.585
C 1.826 -1.250 0.379
H -1.965 -1.041 -2.072
H 2.511 1.005 -0.205
H 1.091 1.481 -1.118
N -1.504 -0.913 -0.114
O -2.449 1.085 0.551
C 1.479 1.036 -0.106
N 1.075 -0.329 -0.020
H 2.887 -0.966 0.702
H -2.451 1.358 -0.431
N -1.820 -0.090 0.782
H 1.281 1.644 0.696

As for the total charge: +1. Its spin multiplicity is 1. The value obtained for the HOMO energy is -13.2 eV. Its LUMO energy is -5.4425 eV.

Here are the Löwdin charges for atoms 1 to 4, given in e: 0.067 0.227 0.052 -0.017

***

Name the most stable of them. (B).

***

(A)
Molecular formula: C15H30CdClN7SSi
Method: DFT, ωB97M-V with the def2-TZVPD basis set

Geometry (Å):
H 1.784 6.085 0.569
H 1.591 5.755 -1.141
N -2.592 2.638 0.182
Cd 0.411 -0.003 -0.609
C 2.752 -2.915 -1.682
C -1.152 0.462 2.218
Cl -0.130 1.885 -2.221
C -0.784 -4.168 0.238
H 2.834 -3.981 -1.762
H -2.107 2.641 -0.699
H -3.744 1.193 1.297
H 1.233 -2.563 1.978
C 3.135 4.585 -0.243
N 1.212 3.244 0.477
H -2.714 -3.668 -3.032
H -4.507 1.714 -0.195
H -3.890 -0.406 -0.551
H 2.906 -2.272 1.437
C -3.015 0.267 -0.498
H -2.805 0.527 -1.533
C -2.724 -4.582 -1.105
N 2.528 3.420 0.111
H 3.725 -2.534 -1.309
H -2.516 -5.289 0.911
C -2.167 -3.806 -2.127
H -3.765 -4.954 -1.208
H 2.610 -2.533 -2.680
N 4.396 4.393 -0.511
H 0.606 3.050 -0.350
H -2.902 -0.791 1.927
C 2.342 5.844 -0.351
H 0.629 1.469 1.819
C -2.037 -4.755 0.076
N 0.212 0.539 1.730
C -0.921 -3.238 -1.952
H 2.987 6.693 -0.570
C -0.186 -3.403 -0.748
H 2.163 -3.859 1.308
H 0.898 -0.064 2.206
C -3.516 1.504 0.264
C 3.458 2.402 0.081
C 1.968 -2.803 1.206
H 0.894 4.021 1.014
H -1.259 0.295 3.311
H -0.484 -2.591 -2.689
Si 1.393 -2.347 -0.525
C -1.883 -0.707 1.509
H 5.445 2.670 -0.537
H -3.099 3.530 0.252
N -1.858 -0.459 0.071
H -0.246 -4.366 1.168
H -1.376 -1.661 1.699
H -1.673 1.372 1.983
S 3.243 0.814 0.511
N 4.555 3.064 -0.319
H -1.857 -1.358 -0.406

Its spin multiplicity is 1. The value obtained for the HOMO energy is -7.2 eV. Its LUMO energy is 0.5300 eV.

Here are the Löwdin charges for atoms 1 to 4, given in e: 0.082 0.090 -0.009 0.994

***

(B)
Molecular formula: C15H30CdClN7SSi
Method: DFT, ωB97M-V with the def2-TZVPD basis set

Geometry (Å):
H -11.372 -10.571 2.416
N -12.392 -9.425 8.434
H -8.844 -11.727 5.729
H -15.709 -9.505 7.481
H -9.813 -7.619 4.366
H -12.091 -6.044 8.982
H -10.484 -7.809 2.811
H -12.448 -14.197 8.735
H -13.907 -11.991 4.546
C -12.023 -11.024 3.198
N -14.044 -9.448 6.146
N -10.518 -5.953 3.530
C -12.792 -13.840 7.768
C -12.274 -12.376 5.866
H -14.281 -9.489 9.498
H -13.845 -10.911 8.440
N -10.566 -7.327 3.694
Cd -11.267 -9.067 6.100
C -14.670 -9.156 7.459
H -8.218 -6.538 2.234
C -11.599 -5.133 3.836
Si -11.116 -11.244 4.903
N -9.672 -3.943 3.457
C -9.384 -5.198 3.376
C -13.570 -12.481 5.461
H -14.123 -10.437 5.955
H -14.794 -8.083 7.559
H -15.468 -13.340 5.810
C -14.502 -13.257 6.196
H -10.903 -12.959 7.339
H -12.885 -10.379 3.388
H -10.735 -6.649 7.118
H -11.783 -10.155 8.766
Cl -8.816 -8.017 6.392
C -12.024 -8.183 9.165
H -11.426 -3.047 4.056
C -12.363 -6.908 8.336
H -14.538 -9.012 5.377
H -7.837 -6.489 4.015
C -14.107 -13.980 7.305
H -10.949 -8.153 9.387
S -13.117 -5.451 4.285
H -12.173 -6.380 6.323
H -12.545 -8.193 10.132
H -7.268 -5.221 2.847
H -13.429 -6.865 8.252
N -11.006 -3.900 3.723
H -12.314 -11.961 2.705
H -8.874 -11.449 3.941
H -14.803 -14.590 7.897
H -9.424 -13.019 4.601
C -13.798 -9.795 8.555
C -9.391 -11.940 4.749
C -11.928 -13.046 7.026
N -11.712 -6.946 7.032
C -8.068 -5.915 3.093

Its spin multiplicity is 1. The value obtained for the HOMO energy is -7.4 eV. Its LUMO energy is 0.5841 eV.

Here are the Löwdin charges for atoms 1 to 4, given in e: 0.017 -0.136 0.042 0.109

***

Name the most stable of them. (A).